# 1
4
Properties=species:S:1:pos:R:3:forces:R:3 method="wB97M-V/def2-TZVPD" molar_mass_g_mol=159.9 gap_ev="7.98 / 6.64" lumo_energy_ev="-1.94 / -2.93" de_lowest_kcal_mol=54.7 e_tot_ha=-640.14770 homo_energy_ev="-9.9 / -9.6"
I -3.702 0.053 -0.003 0.760 -0.150 0.000
P -0.229 -0.933 0.000 1.083 2.424 0.116
H 0.393 -0.051 -1.114 -0.897 -1.087 1.531
H 0.391 -0.037 1.125 -0.946 -1.186 -1.646

# 2
4
Properties=species:S:1:pos:R:3:forces:R:3 method="wB97M-V/def2-TZVPD" charge=+1 molar_mass_g_mol=57.1 gap_ev=12.23 lumo_energy_ev=-4.38 de_lowest_kcal_mol=4.3 e_tot_ha=-676.17690 homo_energy_ev=-16.6
K -0.443 0.271 -2.200 -0.015 0.199 0.081
O -0.083 0.168 0.531 0.672 -0.902 -0.065
H 0.571 0.370 1.239 -0.660 -0.151 -0.644
H -0.045 -0.810 0.430 0.004 0.854 0.628

# 3
4
Properties=species:S:1:pos:R:3:forces:R:3 method="wB97M-V/def2-TZVPD" charge=+1 molar_mass_g_mol=25.0 gap_ev=10.82 lumo_energy_ev=-5.46 de_lowest_kcal_mol=18.1 e_tot_ha=-83.73514 homo_energy_ev=-16.3
Li -2.474 -0.190 -0.180 0.551 0.034 -0.012
H 0.879 0.793 0.394 -0.338 -0.720 -0.547
H 1.126 -0.667 -0.090 -0.636 0.722 -0.061
O 0.468 0.065 -0.125 0.424 -0.036 0.621

# 4
4
Properties=species:S:1:pos:R:3:forces:R:3 method="wB97M-V/def2-TZVPD" charge=+2 molar_mass_g_mol=42.3 gap_ev=12.58 lumo_energy_ev=-13.55 de_lowest_kcal_mol=7.1 e_tot_ha=-275.77346 homo_energy_ev=-26.1
O -0.330 -0.628 1.886 -0.390 -1.648 3.506
Mg -0.048 -0.095 0.281 0.520 1.496 -3.692
H -0.767 -0.288 2.700 0.017 0.076 -0.151
H 0.009 -1.516 2.140 -0.147 0.077 0.337

# 5
6
Properties=species:S:1:pos:R:3:forces:R:3 method="wB97M-V/def2-TZVPD" molar_mass_g_mol=62.0 gap_ev="9.76 / 9.54" lumo_energy_ev="0.66 / 0.64" de_lowest_kcal_mol=107.6 e_tot_ha=-260.95383 smiles="O/N=N/O" homo_energy_ev="-9.1 / -8.9"
O -1.706 -0.282 0.097 -4.453 -0.186 -0.467
H 2.482 -0.294 -0.373 -1.302 0.781 0.704
N 0.668 -0.518 -0.030 -4.586 1.477 0.058
O 1.738 0.267 0.003 1.036 0.066 -0.591
N -0.694 0.501 0.030 5.902 -0.334 -0.340
H -2.602 0.303 -0.067 3.403 -1.804 0.635

# 6
6
Properties=species:S:1:pos:R:3:forces:R:3 method="wB97M-V/def2-TZVPD" molar_mass_g_mol=62.0 gap_ev="9.03 / 7.87" lumo_energy_ev="0.01 / -0.44" de_lowest_kcal_mol=103.3 e_tot_ha=-260.96053 homo_energy_ev="-9.0 / -8.3"
H 0.498 0.573 1.059 -0.709 1.029 0.082
O -1.238 -0.008 -0.643 -2.261 0.374 -1.614
O 1.339 0.740 -0.704 -1.034 0.123 0.498
N -1.924 -0.740 -0.130 -0.991 -0.848 0.429
N 0.489 0.173 0.121 5.391 1.353 0.841
H 0.837 -0.738 0.298 -0.396 -2.031 -0.236

# 7
7
Properties=species:S:1:pos:R:3:forces:R:3 method="wB97M-V/def2-TZVPD" molar_mass_g_mol=94.1 gap_ev=10.32 lumo_energy_ev=-0.59 de_lowest_kcal_mol=43.1 e_tot_ha=-659.23530 smiles="NN=S(=O)=O" homo_energy_ev=-10.9
H -1.427 0.482 -1.416 2.379 -2.717 0.643
N -0.846 -0.467 -1.112 0.880 3.735 -0.714
O 2.055 0.741 1.260 -1.434 -0.740 -0.247
O -0.156 -0.453 1.516 -0.446 0.004 1.263
N 0.750 0.097 -0.796 -3.648 -0.410 -0.239
S 0.843 0.163 0.722 2.303 0.573 -0.931
H -1.220 -0.563 -0.173 -0.034 -0.445 0.225

# 8
7
Properties=species:S:1:pos:R:3:forces:R:3 method="wB97M-V/def2-TZVPD" molar_mass_g_mol=78.0 gap_ev="7.79 / 7.74" lumo_energy_ev="-1.93 / -1.97" de_lowest_kcal_mol=68.5 e_tot_ha=-336.15584 homo_energy_ev="-9.7 / -9.7"
O -1.580 -0.320 0.150 0.615 0.123 -0.013
H 1.761 -0.006 1.408 -0.056 -0.014 -0.050
O 0.311 -0.558 -1.674 -0.133 0.238 0.668
N -0.136 0.272 -0.940 -0.005 0.007 -0.267
H -2.092 0.505 0.146 0.116 -0.046 -0.022
N 0.321 0.420 0.356 0.119 -0.619 -0.147
O 1.416 -0.314 0.554 -0.656 0.311 -0.169